Entry 1:
The following is a DFT calculation (ωB97M-V/def2-TZVPD) of a molecular structure, C50H63As3GaOSbSi.

The geometry in XYZ format:
```
120
Properties=species:S:1:pos:R:3
Ga -0.46 0.13 -0.08
C -1.41 -3.96 -0.86
As -1.08 -2.11 -1.43
C -2.77 -1.83 -2.37
C 0.03 -2.16 -3.09
C 1.55 -2.37 -3.06
C 1.87 -3.47 -2.05
C 2.31 -1.09 -2.71
As 2.03 -0.26 -0.92
C 3.16 -1.24 0.33
C 3.15 1.33 -1.09
C 1.92 -2.83 -4.49
As 3.76 -3.04 -5.32
C 4.30 -1.14 -5.48
C 4.95 -3.51 -3.82
H -1.68 -4.57 -1.72
H -2.25 -3.93 -0.16
H -0.56 -4.40 -0.35
H -2.86 -2.56 -3.18
H -2.85 -0.83 -2.80
H -3.61 -1.97 -1.68
H -0.22 -1.24 -3.64
H -0.42 -3.00 -3.65
H 1.49 -3.17 -1.06
H 2.94 -3.64 -1.98
H 1.39 -4.40 -2.34
H 2.08 -0.31 -3.45
H 3.38 -1.28 -2.77
H 4.08 -1.54 -0.18
H 2.67 -2.12 0.74
H 3.41 -0.57 1.15
H 4.17 1.03 -1.36
H 3.18 1.84 -0.12
H 2.78 2.03 -1.83
H 1.40 -2.18 -5.20
H 1.47 -3.82 -4.63
H 3.49 -0.53 -5.88
H 5.11 -1.10 -6.20
H 4.67 -0.70 -4.55
H 4.69 -4.48 -3.40
H 5.00 -2.77 -3.02
H 5.95 -3.60 -4.24
O -0.40 -0.11 1.63
Si -0.61 -0.58 3.20
C -0.03 -2.37 3.32
C 0.02 -2.97 4.58
C 0.43 -4.28 4.74
C 0.82 -5.02 3.63
C 0.78 -4.44 2.37
C 0.36 -3.13 2.22
C -2.44 -0.42 3.64
C -3.11 0.78 3.45
C -4.40 0.97 3.92
C -5.03 -0.04 4.61
C -4.39 -1.26 4.79
C -3.11 -1.44 4.31
C 0.43 0.48 4.37
C -0.15 1.45 5.18
C 0.56 2.04 6.21
C 1.87 1.67 6.46
C 2.48 0.74 5.63
C 1.77 0.16 4.60
H -0.27 -2.39 5.44
H 0.45 -4.72 5.72
H 1.14 -6.05 3.75
H 1.09 -5.02 1.51
H 0.32 -2.67 1.23
H -2.59 1.59 2.95
H -4.90 1.92 3.78
H -6.02 0.12 5.02
H -4.90 -2.05 5.31
H -2.61 -2.39 4.48
H -1.18 1.74 5.01
H 0.08 2.78 6.83
H 2.41 2.09 7.29
H 3.50 0.45 5.81
H 2.24 -0.58 3.97
C -2.76 5.29 -1.51
C -1.58 4.78 -2.28
C -0.95 5.58 -3.23
C 0.15 5.11 -3.93
C 0.64 3.84 -3.70
C 0.02 3.03 -2.76
C -1.09 3.50 -2.06
Sb -2.03 2.20 -0.65
C -1.86 3.28 1.19
C -0.56 3.21 1.65
C -0.21 3.83 2.84
C -1.17 4.54 3.53
C -2.46 4.63 3.05
C -2.85 3.98 1.88
C -4.27 4.05 1.43
C -3.84 1.65 -1.65
C -4.04 2.14 -2.94
C -5.13 1.70 -3.67
C -5.99 0.76 -3.13
C -5.77 0.27 -1.85
C -4.69 0.70 -1.09
C -4.42 0.14 0.27
H -3.18 6.18 -1.96
H -2.45 5.54 -0.49
H -3.54 4.53 -1.45
H -1.32 6.57 -3.41
H 0.62 5.75 -4.66
H 1.49 3.48 -4.25
H 0.39 2.02 -2.57
H 0.19 2.66 1.09
H 0.80 3.74 3.21
H -0.90 5.03 4.45
H -3.20 5.20 3.59
H -4.58 5.08 1.26
H -4.93 3.66 2.21
H -4.44 3.47 0.51
H -3.35 2.86 -3.36
H -5.29 2.08 -4.67
H -6.84 0.41 -3.69
H -6.44 -0.47 -1.44
H -5.20 -0.54 0.58
H -4.35 0.94 1.03
H -3.47 -0.41 0.29
```

Highest occupied orbital energy in eV: -12.781
Frontier orbital gap in eV: 7.11
Charge: +2
ΔE to the lowest compared entry with this formula, charge and spin in kJ/mol: 54.4
LUMO level in eV: -5.7

***

Entry 2:
The following is a DFT calculation (ωB97M-V/def2-TZVPD) of a molecular structure, C38H46OP2SiSr.

The geometry in XYZ format:
```
89
Properties=species:S:1:pos:R:3
Sr -2.63 3.10 -3.06
C 3.18 0.51 -0.49
C 2.89 1.50 -1.35
C 2.99 1.45 -2.84
C 1.73 0.91 -3.56
C 1.30 -0.45 -3.10
C 2.04 -1.41 -2.51
C 3.49 -1.44 -2.15
C 3.83 -0.81 -0.80
C -3.98 0.87 -2.67
H 2.97 0.68 0.58
H 2.61 2.47 -0.92
H 3.86 0.89 -3.17
H 3.14 2.48 -3.20
H 0.88 1.62 -3.42
H 1.92 0.89 -4.65
H 0.24 -0.68 -3.32
H 1.51 -2.33 -2.22
H 4.14 -1.04 -2.93
H 3.75 -2.50 -2.09
H 3.53 -1.51 0.00
H 4.93 -0.76 -0.73
H -4.01 1.20 -1.62
H -3.16 0.15 -2.86
H -4.93 0.49 -3.05
P -2.47 5.88 -3.66
P -4.30 3.89 -5.47
C -1.95 5.37 -5.33
C -2.86 4.77 -6.15
C -2.83 7.63 -3.91
C -2.04 8.37 -4.80
C -2.30 9.73 -5.00
C -3.34 10.35 -4.30
C -4.15 9.60 -3.44
C -3.93 8.24 -3.26
C -0.87 5.85 -2.77
C -0.04 4.72 -2.99
C 0.86 4.36 -1.98
C 1.06 5.18 -0.87
C 0.40 6.42 -0.79
C -0.61 6.74 -1.70
C -5.43 4.46 -6.84
C -5.59 5.85 -7.03
C -6.14 6.34 -8.22
C -6.60 5.45 -9.20
C -6.52 4.07 -8.98
C -5.97 3.58 -7.79
C -3.90 2.15 -5.99
C -4.70 1.09 -5.54
C -4.46 -0.21 -6.00
C -3.42 -0.45 -6.91
C -2.60 0.60 -7.33
C -2.82 1.90 -6.85
H -0.94 5.62 -5.66
H -2.79 4.82 -7.25
H -1.22 7.88 -5.34
H -1.68 10.29 -5.71
H -3.50 11.42 -4.43
H -4.97 10.09 -2.92
H -4.57 7.65 -2.62
H -0.09 4.13 -3.92
H 1.40 3.41 -2.06
H 1.73 4.85 -0.08
H 0.65 7.11 0.03
H -1.18 7.65 -1.59
H -5.22 6.55 -6.28
H -6.21 7.41 -8.39
H -7.02 5.83 -10.13
H -6.88 3.37 -9.74
H -5.93 2.50 -7.62
H -5.45 1.27 -4.77
H -5.07 -1.03 -5.65
H -3.25 -1.46 -7.30
H -1.79 0.43 -8.03
H -2.15 2.71 -7.14
C -2.54 0.67 1.41
Si -1.30 1.14 0.02
C 0.14 1.79 1.10
C -0.72 -0.62 -0.47
O -1.79 2.13 -1.15
H -2.05 0.03 2.17
H -3.40 0.09 1.05
H -2.94 1.54 1.96
H 0.28 1.06 1.92
H 1.11 1.86 0.59
H -0.07 2.76 1.55
H -1.57 -1.24 -0.79
H 0.02 -0.60 -1.28
H -0.24 -1.12 0.39
```

Highest occupied orbital energy in eV: -5.741
Frontier orbital gap in eV: 5.38
LUMO level in eV: -0.4